{
  "formula": "C15H27AuF6N3NbO2",
  "method": "wB97M-V/def2-TZVPD",
  "largest_force_ev_per_a": 2.98,
  "total_charge": 2,
  "energy_ha": -1693.599278,
  "species": ["N", "C", "O", "Au", "Nb", "N", "N", "C", "C", "C", "C", "C", "C", "C", "C", "H", "H", "H", "H", "H", "H", "H", "H", "H", "H", "H", "H", "H", "H", "H", "H", "H", "H", "C", "H", "H", "H", "C", "H", "H", "H", "C", "C", "O", "C", "F", "F", "F", "C", "F", "F", "F", "H", "H", "H"],
  "coordinates": [[-1.3873, 0.0956, -0.9862], [-4.6764, 0.2113, -1.1952], [-5.0842, 0.7626, -2.0990], [-0.3154, 0.8157, -2.8738], [0.0739, 0.1021, -0.0443], [0.2730, 2.0312, 0.6354], [1.5540, -0.1716, -1.5975], [-0.7463, 3.0163, 1.1012], [1.7717, -1.4775, -2.2953], [-1.3884, 3.7152, -0.1128], [-0.1165, 4.1128, 1.9917], [-1.8463, 2.2672, 1.8882], [2.8273, -1.3523, -3.4166], [2.2201, -2.5630, -1.2854], [0.4479, -1.9396, -2.9386], [-0.6044, 4.2363, -0.7003], [-2.1217, 4.4714, 0.2185], [-1.8973, 2.9660, -0.7428], [0.2798, 3.7099, 2.9388], [-0.8818, 4.8657, 2.2478], [0.7051, 4.6261, 1.4603], [-2.4200, 1.6288, 1.1949], [-2.5395, 2.9689, 2.3878], [-1.3966, 1.6228, 2.6645], [2.7562, -0.3648, -3.9120], [2.6642, -2.1319, -4.1814], [3.8556, -1.4697, -3.0360], [3.1497, -2.2588, -0.7731], [2.4125, -3.5288, -1.7873], [1.4352, -2.7047, -0.5218], [-0.3681, -1.9739, -2.1948], [0.5625, -2.9397, -3.3895], [0.1486, -1.2657, -3.7719], [2.8069, 0.4928, -1.2072], [2.6114, 1.5703, -1.0685], [3.2478, 0.1060, -0.2603], [3.5966, 0.4137, -1.9837], [1.6404, 2.3542, 1.0478], [1.7168, 2.6203, 2.1237], [2.2965, 1.4778, 0.8953], [2.0869, 3.1852, 0.4636], [-1.4893, -2.7273, 0.3508], [-1.0963, -2.1064, 1.7079], [-0.1203, -1.0767, 1.6394], [-2.3628, -1.5573, 2.4113], [-3.2802, -2.5681, 2.6474], [-2.0334, -0.9707, 3.6215], [-2.9748, -0.6103, 1.6184], [-0.4476, -3.2251, 2.5708], [-1.3134, -4.2905, 2.7604], [0.6957, -3.6989, 1.9494], [-0.0835, -2.7309, 3.8115], [-2.0282, -2.0279, -0.2999], [-2.1951, -3.5713, 0.5094], [-0.6211, -3.1425, -0.1826]]
}



{
  "formula": "C2H2I2S",
  "method": "wB97M-V/def2-TZVPD",
  "e_above_lowest_kcal_mol": 40.6,
  "largest_force_ev_per_a": 5.94,
  "species": ["C", "C", "S", "I", "I", "H", "H"],
  "coordinates": [[2.3385, 0.8362, -0.0168], [-0.9712, -0.4358, -0.1160], [3.4826, 1.8263, -0.1900], [-1.4493, -2.4068, 0.6752], [-2.6014, 0.8775, 0.2491], [-0.0128, -0.2800, 0.4824], [-0.7863, -0.4173, -1.0839]]
}



{
  "formula": "C7H71F5N3O32",
  "method": "wB97M-V/def2-TZVPD",
  "largest_force_ev_per_a": 5.00,
  "total_charge": 1,
  "energy_ha": -3380.304157,
  "species": ["N", "C", "C", "C", "N", "C", "C", "N", "C", "F", "F", "C", "F", "F", "F", "H", "H", "H", "H", "H", "H", "H", "O", "H", "H", "O", "H", "H", "O", "H", "H", "O", "H", "H", "O", "H", "H", "O", "H", "H", "O", "H", "H", "O", "H", "H", "O", "H", "H", "O", "H", "H", "O", "H", "H", "O", "H", "H", "O", "H", "H", "O", "H", "H", "O", "H", "H", "O", "H", "H", "O", "H", "H", "O", "H", "H", "O", "H", "H", "O", "H", "H", "O", "H", "H", "O", "H", "H", "O", "H", "H", "O", "H", "H", "O", "H", "H", "O", "H", "H", "O", "H", "H", "O", "H", "H", "O", "H", "H", "O", "H", "H", "O", "H", "H", "O", "H", "H"],
  "coordinates": [[4.6882, -0.2238, 0.0622], [3.6753, 0.5189, -0.1347], [2.2765, -0.1294, 0.2674], [1.1331, 0.8626, -0.0448], [1.1367, 2.2088, 0.1205], [-0.0500, 2.8710, -0.2807], [-0.8746, 1.7630, -0.7446], [-0.1152, 0.5671, -0.5537], [-0.7345, -0.6938, -0.9042], [-0.8601, -0.6977, -2.2935], [0.0017, -1.7978, -0.5717], [-2.1844, -0.8925, -0.2264], [-2.2996, -2.2467, 0.0426], [-3.1656, -0.5196, -1.0775], [-2.2485, -0.2788, 0.9874], [5.5326, 0.2756, -0.2520], [3.7551, 1.5360, -0.5997], [2.2992, -0.3991, 1.3657], [2.2279, -1.1116, -0.2931], [1.9124, 2.7586, 0.5116], [-0.3337, 3.9591, -0.2727], [-1.9213, 1.8279, -1.1775], [-3.4473, 2.9039, -2.4263], [-3.6414, 1.9982, -2.7096], [-4.1690, 3.4243, -2.8002], [-0.5791, -4.8343, 0.4701], [-0.9877, -3.9988, 0.2167], [0.2202, -4.8767, -0.0723], [-3.2911, 0.4484, -4.2575], [-2.5725, 0.1935, -4.8483], [-3.7024, -0.3902, -4.0148], [-5.3652, 4.3392, -0.0831], [-4.6455, 4.0839, -0.6744], [-5.7763, 3.5015, 0.1606], [2.9087, -2.1490, -2.1065], [3.3216, -2.8536, -2.6245], [1.9691, -2.2363, -2.3095], [-2.5234, -4.9250, 2.8922], [-1.8931, -5.0001, 2.1607], [-2.6550, -3.9752, 2.9911], [-3.8250, -7.0380, 1.1611], [-4.4064, -6.3163, 0.8984], [-3.3012, -6.6650, 1.8809], [1.6555, -0.3004, -4.4090], [2.1650, -0.7613, -3.7273], [0.8122, -0.1106, -3.9844], [3.2082, -2.3133, -5.3700], [2.8089, -1.4688, -5.6188], [4.0096, -2.3609, -5.9080], [5.5055, 0.6822, 2.8074], [4.8251, 0.0006, 2.8486], [6.3327, 0.1833, 2.8117], [-0.8247, -5.0408, -2.6050], [-1.4216, -5.7356, -2.2996], [-1.2320, -4.2277, -2.2883], [6.9447, -2.0194, -0.0980], [7.3641, -2.7239, -0.6051], [6.0058, -2.1068, -0.3041], [3.5815, 1.4386, 4.9328], [4.2151, 1.3639, 4.2048], [3.4578, 2.3879, 5.0414], [1.1182, 3.6856, -3.2533], [0.8056, 2.9975, -2.6573], [0.3897, 3.8012, -3.8807], [5.6585, -2.4805, -7.2463], [5.1599, -2.3227, -8.0573], [6.4224, -2.9918, -7.5373], [-7.5125, 6.6142, -0.5567], [-8.1952, 5.9344, -0.5100], [-6.6861, 6.1139, -0.5595], [6.4562, -0.6006, 4.8672], [5.8544, -1.2945, 5.1633], [6.0553, 0.2129, 5.1957], [-8.3727, 4.7372, -3.3638], [-8.9456, 5.4693, -3.6276], [-7.8500, 5.0996, -2.6375], [5.7587, -3.0462, 6.8881], [6.2692, -3.5067, 7.5653], [4.9132, -2.8671, 7.3172], [-0.6014, 5.5498, -4.7608], [-1.1726, 6.2796, -5.0262], [-0.0762, 5.9139, -4.0370], [6.6309, -3.5409, 4.2175], [7.5798, -3.3754, 4.2384], [6.3539, -3.4459, 5.1424], [-1.9758, -6.6830, 5.1252], [-2.9155, -6.8985, 5.0980], [-1.7726, -6.4090, 4.2212], [-0.2911, 6.1851, 0.4674], [-0.8623, 6.9168, 0.2059], [0.2354, 6.5453, 1.1902], [2.3666, -6.3961, 0.5910], [2.8840, -6.8433, 1.2709], [1.5233, -6.2157, 1.0225], [-10.0222, 7.6276, -4.1812], [-10.5968, 8.3534, -4.4495], [-9.4995, 7.9946, -3.4575], [-6.8510, 6.5309, -5.4635], [-7.1675, 5.8412, -4.8666], [-7.5741, 6.6485, -6.0901], [-2.8181, -4.1594, 6.7096], [-2.3989, -4.8684, 6.1986], [-3.7569, -4.2554, 6.5170], [4.6749, 0.4930, -4.9915], [5.0906, -0.2125, -5.5021], [3.7353, 0.4106, -5.1990], [5.2848, -2.7449, 9.8653], [4.7227, -2.7256, 10.6486], [5.5230, -1.8205, 9.7259], [-8.2719, 1.8827, -4.1571], [-7.6444, 1.8047, -4.8841], [-8.3962, 2.8373, -4.0545], [-0.5362, -4.0009, 8.8370], [-0.8371, -4.6865, 9.4429], [-1.2690, -3.8998, 8.2152], [2.6060, 5.6223, 1.6200], [3.5571, 5.7847, 1.6349], [2.3375, 5.7254, 2.5411]]
}



{
  "formula": "C3H4O2",
  "method": "wB97M-V/def2-TZVPD",
  "e_above_lowest_kcal_mol": 21.8,
  "smiles": "C=COC=O",
  "largest_force_ev_per_a": 2.58,
  "species": ["C", "C", "C", "H", "H", "H", "H", "O", "O"],
  "coordinates": [[1.7455, -0.0752, -0.0538], [0.4328, -0.3416, 0.0519], [-1.7956, 0.4343, -0.0256], [2.4183, -0.9098, -0.0032], [2.1721, 0.8846, 0.0106], [0.0708, -1.3878, 0.0227], [-2.2871, 1.3729, -0.0138], [-0.4505, 0.6853, 0.0229], [-2.3063, -0.6627, -0.0115]]
}



{
  "formula": "C2H4O3",
  "method": "wB97M-V/def2-TZVPD",
  "e_above_lowest_kcal_mol": 74.2,
  "smiles": "O=CO.C=O",
  "largest_force_ev_per_a": 5.32,
  "species": ["C", "C", "O", "O", "O", "H", "H", "H", "H"],
  "coordinates": [[-1.0372, -0.9019, -0.2678], [1.0903, 1.0855, 0.3900], [0.8526, 0.6407, 1.5127], [-1.1470, -0.4214, 0.8817], [1.2597, 0.3699, -0.6760], [0.9394, 2.1551, 0.1779], [-1.2311, -1.9747, -0.4252], [-1.4489, -0.3111, -1.1029], [0.7221, -0.6422, -0.4904]]
}



{
  "formula": "C3H4NO",
  "method": "wB97M-V/def2-TZVPD",
  "e_above_lowest_kcal_mol": 76.5,
  "largest_force_ev_per_a": 5.71,
  "total_charge": 1,
  "species": ["C", "C", "C", "N", "O", "H", "H", "H", "H"],
  "coordinates": [[-0.0376, -0.4407, 0.7999], [1.9131, 0.2692, -1.2081], [2.5523, 0.0041, -0.1377], [0.0705, -0.1743, -0.3919], [2.8848, -0.0709, 0.9548], [-1.0457, -0.7961, 1.2291], [0.8598, -0.3811, 1.3804], [1.8982, 0.0052, -2.1563], [-0.4899, -0.2506, -1.2499]]
}



{
  "formula": "C4H8ClN2",
  "method": "wB97M-V/def2-TZVPD",
  "e_above_lowest_kcal_mol": 31.0,
  "smiles": "C[N+]1=C(Cl)NCC1",
  "largest_force_ev_per_a": 4.35,
  "total_charge": 1,
  "species": ["C", "C", "C", "C", "N", "N", "Cl", "H", "H", "H", "H", "H", "H", "H", "H"],
  "coordinates": [[0.7336, 1.4168, 0.0448], [1.3602, -0.4989, -1.0078], [0.0826, -0.8014, -0.1688], [-1.5276, 0.9187, 1.0401], [1.7216, 0.8267, -0.5841], [-0.2769, 0.5438, 0.4113], [0.7260, 3.0892, 0.6075], [2.1449, -1.0879, -0.7913], [1.2042, -0.6612, -2.0782], [-0.7547, -1.2751, -0.6581], [0.1461, -1.5586, 0.5934], [-2.0044, 0.0258, 1.2838], [-2.2557, 1.5422, 0.4274], [-1.1643, 1.5235, 1.9242], [2.2804, 1.5094, -1.0690]]
}



{
  "formula": "C3H9N3O2",
  "method": "wB97M-V/def2-TZVPD",
  "e_above_lowest_kcal_mol": 63.5,
  "smiles": "CNC(N)(N)C(=O)O",
  "largest_force_ev_per_a": 5.05,
  "species": ["C", "C", "C", "N", "N", "N", "O", "O", "H", "H", "H", "H", "H", "H", "H", "H", "H"],
  "coordinates": [[1.9471, 0.3244, -0.1676], [-1.2165, 1.2646, -0.5938], [0.6108, -0.3245, -0.0108], [0.2880, -1.0912, -1.1626], [1.0481, -1.1737, 1.3354], [-0.4753, 0.5232, 0.4028], [1.9089, 1.4439, 0.5880], [2.8128, -0.1986, -0.7995], [-0.5833, 2.1254, -1.1468], [-1.6111, 0.5344, -1.2467], [-1.8996, 1.8266, 0.0887], [-0.5484, -1.6583, -1.0891], [0.9125, -1.7419, -1.5822], [1.0116, -0.5205, 2.1058], [1.9316, -1.5919, 1.1610], [-1.1802, 0.0690, 0.9580], [1.0644, 1.5839, 0.9493]]
}